(1)
{
  "formula": "C31H25N5O2S3W",
  "method": "ωB97M-V with the def2-TZVPD basis set",
  "species": ["W", "S", "S", "S", "O", "O", "N", "N", "N", "N", "N", "C", "C", "C", "C", "C", "C", "C", "C", "C", "C", "C", "C", "C", "C", "C", "C", "C", "C", "C", "C", "C", "C", "C", "C", "C", "C", "C", "C", "C", "C", "C", "H", "H", "H", "H", "H", "H", "H", "H", "H", "H", "H", "H", "H", "H", "H", "H", "H", "H", "H", "H", "H", "H", "H", "H", "H"],
  "coordinates": [[-0.2264, 0.2386, -0.0599], [3.1655, 1.8920, 2.5925], [-1.1700, 3.3432, -1.0802], [-4.5499, -0.8207, -1.2931], [-0.2805, -0.6396, -2.0334], [-0.6031, 1.9028, -1.2625], [1.6837, 0.6772, 0.8797], [3.5395, 1.9416, -2.1333], [0.8466, -0.0239, -1.8428], [-2.3866, -0.2078, -0.0587], [1.1985, -0.4274, -5.2117], [-1.6759, -3.1036, 2.0746], [-0.9462, 3.7352, 3.4239], [2.7447, 1.1713, -2.4368], [-5.4546, -1.1386, 2.6195], [-3.3278, -0.5007, 0.9475], [-1.9228, 2.2873, 1.7521], [0.3595, -1.9725, 1.4664], [0.1892, -2.3939, 0.1433], [0.2110, 4.3125, -0.5085], [-4.2133, -0.7529, 3.1473], [3.3881, -0.8798, -0.1500], [5.6567, -0.6179, 0.6569], [1.6645, 0.2942, -2.7814], [-0.7059, 1.6334, 1.5237], [2.9786, 0.1435, 0.7044], [-5.6495, -1.2005, 1.2594], [-2.9364, -0.3316, -1.2496], [-4.5731, -0.8679, 0.4353], [-3.1499, -0.4388, 2.3324], [0.3927, 2.1342, 2.2487], [-1.8607, -3.4952, 0.7424], [1.6634, 1.5559, 1.8702], [-0.5949, -2.3285, 2.4323], [-2.0444, 3.3096, 2.6850], [-1.2209, 3.8772, -2.7771], [5.2661, 0.3767, 1.5275], [1.4228, -0.1098, -4.1320], [0.2860, 3.1502, 3.1960], [-0.9477, -3.1321, -0.2221], [3.9223, 0.7345, 1.5467], [4.7182, -1.2475, -0.1649], [-2.7117, -4.1094, 0.4777], [1.0933, 4.0545, -1.0948], [-2.8121, 2.0030, 1.2051], [-4.0887, -0.7022, 4.2207], [2.6962, -1.3891, -0.8002], [0.9956, -2.3027, -0.5691], [5.9791, 0.8575, 2.1832], [6.6932, -0.9219, 0.6187], [-1.9642, 3.2713, -3.2908], [-2.2009, -0.1493, 2.7553], [-0.4445, -2.0394, 3.4643], [-6.6042, -1.4872, 0.8403], [0.3533, 4.1010, 0.5490], [5.0393, -2.0403, -0.8266], [-1.0646, -3.4614, -1.2462], [-0.0500, 5.3632, -0.6395], [-0.2377, 3.7582, -3.2291], [-3.0088, 3.7764, 2.8397], [-6.2678, -1.3826, 3.2889], [-1.5332, 4.9216, -2.7850], [-1.0501, 4.5235, 4.1565], [1.1581, 3.4926, 3.7410], [-2.3894, -0.1435, -2.1606], [1.3000, -1.5462, 1.7864], [-2.3884, -3.4168, 2.8260]],
  "relative_energy_ev": 0.3055,
  "total_energy_ev": -78413.785,
  "total_charge": 2,
  "spin_multiplicity": 3,
  "orbital_gap_ev": [7.345, 7.045]
}



(2)
{
  "formula": "CH4NP",
  "method": "ωB97M-V with the def2-TZVPD basis set",
  "species": ["P", "N", "C", "H", "H", "H", "H"],
  "coordinates": [[-2.8138, 0.4696, 0.0856], [-2.3146, -0.9566, -0.1200], [1.9826, 0.5480, 0.0083], [-2.6017, -1.7468, 0.3517], [2.5981, 0.5310, -0.8195], [1.6414, 1.4623, 0.1744], [1.5080, -0.3075, 0.3194]],
  "relative_energy_ev": 0.4806,
  "total_energy_ev": -11876.424,
  "spin_multiplicity": 3,
  "orbital_gap_ev": [7.084, 11.103]
}



(3)
{
  "formula": "C2N7O2",
  "method": "ωB97M-V with the def2-TZVPD basis set",
  "species": ["O", "O", "N", "N", "N", "N", "N", "N", "N", "C", "C"],
  "coordinates": [[-1.3535, -0.1096, 1.8972], [-2.7666, 0.6068, 0.5025], [-0.7286, 0.1915, -0.2491], [2.6797, -0.0370, 0.6048], [2.4014, -1.2761, 0.3382], [-1.6720, 0.2489, 0.8081], [1.5999, 0.7119, 0.4887], [1.1621, -1.4195, 0.0444], [-1.3534, 0.6928, -2.5626], [-1.0535, 0.5521, -1.4668], [0.6407, -0.1594, 0.1221]],
  "relative_energy_ev": 0.0221,
  "total_energy_ev": -16596.127,
  "total_charge": -1,
  "orbital_gap_ev": 9.317
}



(4)
{
  "formula": "C2H7N5O",
  "method": "ωB97M-V with the def2-TZVPD basis set",
  "species": ["O", "N", "N", "N", "N", "N", "C", "C", "H", "H", "H", "H", "H", "H", "H"],
  "coordinates": [[-2.6289, -1.0772, -0.1267], [-0.1555, -0.4731, 0.6664], [3.1711, -0.0228, -0.2902], [1.1998, -0.1356, 0.8461], [-2.2671, 0.2387, -0.0481], [-0.3927, 1.6921, 0.0074], [2.0166, -0.5130, -0.1805], [-0.9168, 0.5686, 0.1426], [3.7356, -0.4331, -1.0698], [1.5653, -1.3012, -0.8170], [-2.1074, -1.5424, -0.7893], [-2.7742, 0.8504, -0.6578], [1.2741, 0.7896, 1.2033], [-0.5977, -0.9486, 1.4835], [-1.1223, 2.3076, -0.3700]],
  "relative_energy_ev": 2.5729,
  "smiles": "[H]/N=C(\\NO)NN/C=N/[H]",
  "total_energy_ev": -11682.635,
  "orbital_gap_ev": 9.940
}



(5)
{
  "formula": "C26H47N2O3",
  "method": "ωB97M-V with the def2-TZVPD basis set",
  "species": ["O", "O", "O", "N", "N", "C", "C", "C", "C", "C", "C", "C", "C", "C", "C", "C", "C", "C", "C", "C", "C", "C", "C", "C", "C", "C", "C", "C", "C", "C", "C", "H", "H", "H", "H", "H", "H", "H", "H", "H", "H", "H", "H", "H", "H", "H", "H", "H", "H", "H", "H", "H", "H", "H", "H", "H", "H", "H", "H", "H", "H", "H", "H", "H", "H", "H", "H", "H", "H", "H", "H", "H", "H", "H", "H", "H", "H", "H"],
  "coordinates": [[-2.7990, -5.1126, 1.0392], [-5.9889, 1.0508, -3.7669], [-4.7785, -4.0770, 2.0675], [-0.5232, 1.2649, -0.5020], [-1.4005, 0.2457, -0.7122], [4.4733, 2.2681, 0.0173], [3.8159, 1.3204, -1.1856], [1.3510, 2.8284, 1.9671], [-3.7709, -0.7852, -1.3814], [2.9452, 3.2703, 2.0936], [-1.0195, 2.6405, -0.6719], [-0.8154, -1.1704, -0.5178], [5.0148, 0.2740, -1.6281], [-2.4939, 3.2471, -1.0368], [3.9637, -3.4288, -0.6844], [-2.8071, 0.5535, -1.0982], [0.6185, -1.0790, 1.7231], [3.0264, -4.1633, 0.4573], [-0.8125, -1.6447, 1.0670], [0.3780, -0.3504, 3.2004], [-4.2097, -1.5717, -0.0104], [3.4053, -1.9183, -1.1155], [-5.1431, 2.2354, -1.6759], [-4.0395, -3.1767, -0.2998], [4.4814, -1.1958, -2.1210], [-5.2932, 2.2719, -3.3243], [0.6631, 2.3955, 3.3912], [3.4737, 3.4657, 0.5232], [-0.3674, 1.1119, 3.0973], [-3.5656, 1.9823, -1.2907], [-3.9232, -4.1182, 1.0367], [-2.4691, -5.1894, 0.0746], [3.9262, 4.5493, 0.4326], [3.0898, 4.2311, 2.7484], [-3.1800, -1.4819, -2.1503], [-4.2364, 2.4354, -3.8539], [2.8167, 0.7983, -0.8639], [5.6255, 0.7405, -2.5247], [-2.7858, 4.3785, -1.1366], [3.5834, -4.0569, 1.5030], [1.3607, -0.2552, 3.8346], [-5.8578, 1.4705, -1.1501], [-1.1436, 1.1441, 4.0039], [3.5569, 1.9576, -2.1590], [3.5029, 2.3204, 2.5223], [-0.3806, -1.0616, 3.7865], [0.7685, 3.7460, 1.5203], [1.3303, 1.8878, 1.2713], [-1.0142, 1.2640, 2.1268], [-5.9842, 3.1982, -3.6217], [1.9486, -3.7062, 0.5130], [5.4446, 2.7920, -0.4278], [1.3782, -1.9532, 1.8961], [0.3377, -1.0636, -0.8103], [-0.0599, 3.2933, 3.7011], [-1.6578, -1.1609, 1.7156], [3.9466, -4.1232, -1.6543], [-4.7739, -0.5062, -1.9424], [-3.1276, -3.3599, -1.0442], [5.0601, -3.2929, -0.2937], [3.0037, -5.3067, 0.1850], [1.1411, -0.2732, 1.0547], [-6.8483, 1.0423, -3.2391], [2.5313, 3.4528, -0.2037], [-0.1867, 3.4847, -0.5115], [5.4385, -1.9053, -2.1472], [3.1951, -1.3048, -0.1388], [1.4270, 2.1763, 4.2536], [-0.7399, -2.8298, 1.1900], [2.3829, -2.0072, -1.7148], [-5.0067, -3.5053, -0.9175], [5.7226, 0.1570, -0.6879], [4.7308, 1.5346, 0.8934], [4.0965, -1.1515, -3.2357], [-3.7053, -1.1839, 0.9711], [-5.3804, -1.3859, 0.1329], [-5.4135, 3.3349, -1.3014], [-1.2536, -1.9596, -1.2582]],
  "smiles": "CCCCCCCCCCCCCCCC[n+]1nccc(CCO)c1CCCC(=O)O",
  "total_energy_ev": -36824.109,
  "total_charge": 1,
  "orbital_gap_ev": 7.163
}



(6)
{
  "formula": "C6H13O3P",
  "method": "ωB97M-V with the def2-TZVPD basis set",
  "species": ["P", "O", "O", "O", "C", "C", "C", "C", "C", "C", "H", "H", "H", "H", "H", "H", "H", "H", "H", "H", "H", "H", "H"],
  "coordinates": [[-1.5436, 1.1723, 0.4586], [2.0240, -0.0806, -0.6930], [-1.5553, 0.6677, 1.8220], [-2.8461, 0.7711, -0.4414], [4.1090, 0.7851, 0.4431], [1.0196, 0.3109, 0.0892], [-0.1651, 0.6599, -0.5220], [-3.6160, -0.3513, 0.0467], [3.2841, -0.4510, -0.0257], [-3.1572, -1.6242, -0.6645], [-1.9479, -1.6229, -0.4680], [3.0050, -1.1524, 0.7197], [4.8095, 1.0555, -0.3332], [-3.6597, -2.5398, -0.2795], [-0.0846, 0.7055, -1.5474], [3.8463, -1.0060, -0.7666], [3.4381, 1.5952, 0.5742], [-3.2942, -1.4430, -1.7786], [4.7890, 0.3875, 1.2322], [-3.4589, -0.4641, 1.0863], [-1.6251, 2.5381, 0.1456], [1.1980, 0.1651, 1.1904], [-4.5688, -0.0783, -0.2882]],
  "relative_energy_ev": 1.6757,
  "smiles": "CCO/C=C/[P@H](=O)OCC",
  "total_energy_ev": -21863.405,
  "orbital_gap_ev": 9.990
}